(1)
Here is 2 unconnected molecules or ions with the total composition CH3Br2ClP from the Open Molecules 2025 dataset. Energies are from ωB97M-V/def2-TZVPD.

Summary:
Total charge = +1
LUMO = -8.1 eV
Energy = -162972.312 eV
Strongest force on any atom = 3.720 eV/Å
Energy relative to the best compared isomer or geometry (same formula, charge and spin) = 345.0 kJ/mol
Spin multiplicity = 1
Gap between HOMO and LUMO = 6.00 eV

CARTESIAN COORDINATES (ANGSTROEM)
Br1 3.419 0.485 0.168
Br2 1.801 -2.826 -0.215
Cl1 5.349 1.196 -0.294
P1 0.806 -1.531 1.164
C1 -0.033 -0.473 0.075
H1 0.580 -0.062 -0.727
H2 -0.361 0.408 0.793
H3 -1.045 -0.664 -0.307

***

(2)
Here is 4 unconnected molecules or ions with the total composition C36H48F10NO10 from the Open Molecules 2025 dataset. Energies are from ωB97M-V/def2-TZVPD.

Summary:
Total charge = +1
LUMO = -5.3 eV
Energy = -87243.505 eV
Strongest force on any atom = 1.757 eV/Å
Spin multiplicity = 1
Gap between HOMO and LUMO = 4.56 eV

CARTESIAN COORDINATES (ANGSTROEM)
F1 -2.647 -3.485 6.873
F2 5.730 10.345 -6.013
F3 5.527 4.238 -1.679
F4 4.180 11.050 -4.692
F5 4.074 9.057 -5.497
F6 -2.965 -1.403 6.421
F7 5.949 2.174 -1.221
F8 4.003 2.984 -0.813
F9 -10.129 -3.531 -0.294
F10 -4.484 -2.531 7.463
O1 -7.014 -3.596 -1.286
O2 -4.053 -0.547 -0.087
O3 -3.716 -3.752 4.371
O4 3.418 3.214 -3.399
O5 -1.516 -0.649 0.085
O6 5.925 10.093 -2.819
O7 -7.948 -1.907 -2.366
O8 5.167 1.872 -3.829
O9 6.155 8.237 -4.063
O10 -5.313 -2.281 4.949
N1 -9.460 -1.270 2.337
C1 4.769 0.174 0.980
C2 1.567 -0.979 1.974
C3 4.912 9.986 -5.013
C4 2.584 -0.990 1.014
C5 -8.357 -2.002 0.022
C6 0.839 -0.694 -0.649
C7 -3.561 -2.600 6.495
C8 -1.882 -0.281 -1.228
C9 -9.546 -2.611 0.437
C10 6.092 7.015 -1.961
C11 -3.412 -0.568 -1.361
C12 -5.969 -2.511 3.702
C13 -4.185 -2.978 5.145
C14 -7.710 -1.017 0.780
C15 -0.160 -0.727 0.308
C16 -6.444 -0.293 0.380
C17 -10.096 -2.198 1.623
C18 5.231 -4.741 0.352
C19 4.559 2.599 -3.102
C20 -6.838 -3.752 3.772
C21 -8.327 -0.677 1.977
C22 3.263 -3.800 -0.842
C23 5.013 2.996 -1.693
C24 -7.786 -2.473 -1.317
C25 2.892 2.966 -4.715
C26 4.079 -3.674 0.483
C27 -5.286 -1.217 -0.079
C28 5.711 9.464 -3.812
C29 6.962 7.634 -3.034
C30 4.801 -2.297 0.622
C31 2.173 -0.822 -0.297
C32 2.112 1.669 -4.748
C33 4.058 -1.171 1.397
C34 3.239 -4.108 1.703
C35 4.286 -1.271 2.945
C36 0.235 -0.851 1.635
H1 6.066 -4.344 -0.238
H2 4.842 -5.671 -0.086
H3 4.453 1.025 1.591
H4 -7.851 0.087 2.590
H5 0.599 -0.596 -1.706
H6 5.226 -1.834 3.062
H7 -5.245 -2.573 2.888
H8 3.327 -4.819 -1.248
H9 5.014 -1.898 -0.385
H10 5.553 -5.007 1.372
H11 -3.501 -1.548 -1.859
H12 5.851 -0.019 0.998
H13 -6.127 0.323 1.236
H14 7.660 8.360 -2.617
H15 -3.897 0.217 -1.967
H16 5.784 -2.493 1.078
H17 2.207 -3.526 -0.719
H18 -0.526 -0.847 2.417
H19 -1.720 0.798 -1.387
H20 1.768 -1.069 3.039
H21 7.554 6.862 -3.524
H22 3.747 -3.949 2.660
H23 3.062 -5.194 1.610
H24 -7.082 -4.042 -0.428
H25 -7.402 -3.880 2.844
H26 -7.539 -3.682 4.605
H27 -6.670 0.396 -0.450
H28 -6.593 -1.636 3.517
H29 -5.203 -2.075 0.612
H30 6.703 6.490 -1.227
H31 -6.233 -4.643 3.935
H32 3.529 -1.890 3.440
H33 1.332 1.674 -3.983
H34 2.234 3.802 -4.943
H35 -9.894 -0.974 3.208
H36 3.699 -3.153 -1.620
H37 2.244 -3.644 1.654
H38 5.388 6.314 -2.401
H39 3.692 2.972 -5.456
H40 1.649 1.525 -5.724
H41 -1.400 -0.873 -2.015
H42 2.760 0.816 -4.542
H43 2.913 -0.815 -1.099
H44 4.489 0.339 -0.069
H45 5.507 7.777 -1.444
H46 -5.510 -1.533 -1.109
H47 4.403 -0.288 3.410
H48 -11.037 -2.627 1.964

***

(3)
Here is a gas-phase ion, C5H10N (charge +1) from the Open Molecules 2025 dataset. Energies are from ωB97M-V/def2-TZVPD.

Summary:
Total charge = +1
LUMO = -4.6 eV
Energy = -6828.422 eV
Strongest force on any atom = 4.382 eV/Å
Energy relative to the best compared isomer or geometry (same formula, charge and spin) = 171.8 kJ/mol
Spin multiplicity = 1
Gap between HOMO and LUMO = 10.17 eV
Structure (SMILES) = CC1(C=[NH2+])CC1

CARTESIAN COORDINATES (ANGSTROEM)
N1 -2.366 0.126 -0.100
C1 0.250 -0.093 0.055
C2 0.291 -1.618 0.009
C3 1.180 0.855 0.942
C4 -1.119 0.459 -0.178
C5 1.402 0.895 -0.586
H1 2.248 0.171 -0.996
H2 0.311 -2.277 0.976
H3 -2.795 -0.796 0.177
H4 1.072 1.780 -1.125
H5 -0.465 -1.999 -0.572
H6 1.209 -1.968 -0.532
H7 -0.958 1.570 -0.416
H8 -2.968 0.727 -0.645
H9 0.758 1.773 1.429
H10 1.950 0.395 1.561

***

(4)
Here is 7 unconnected molecules or ions with the total composition C44H71BrNO21 from the Open Molecules 2025 dataset. Energies are from ωB97M-V/def2-TZVPD.

Summary:
Total charge = +1
LUMO = -4.5 eV
Energy = -161278.243 eV
Strongest force on any atom = 9.420 eV/Å
Spin multiplicity = 1
Gap between HOMO and LUMO = 6.09 eV

CARTESIAN COORDINATES (ANGSTROEM)
Br1 -4.856 4.947 -1.992
O1 11.679 -6.273 -3.429
O2 -0.691 3.770 -0.188
O3 -4.550 2.793 7.333
O4 -9.291 -2.547 -5.214
O5 12.060 -7.312 -5.326
O6 -0.023 6.017 -1.223
O7 7.991 -6.580 -1.647
O8 3.360 1.608 -2.447
O9 8.136 -4.426 -1.243
O10 -5.152 1.458 5.562
O11 10.143 -6.062 -5.124
O12 -3.003 2.695 -2.372
O13 -3.653 3.188 5.367
O14 4.807 3.065 -3.476
O15 2.772 3.753 -3.021
O16 -2.053 8.316 8.714
O17 6.084 -5.442 -1.060
O18 -3.423 6.558 9.269
O19 -7.254 -3.113 -4.317
O20 -2.219 6.632 7.314
O21 -7.450 -3.022 -6.502
N1 -0.929 2.548 0.387
C1 -4.257 0.089 1.674
C2 7.282 -5.479 -1.293
C3 -2.410 8.945 9.943
C4 -1.716 -1.818 2.610
C5 2.664 -1.876 -1.326
C6 11.188 -6.504 -4.672
C7 -4.533 -3.667 -1.612
C8 -2.644 7.112 8.510
C9 2.415 -4.209 -0.113
C10 5.804 2.045 -3.452
C11 3.620 2.698 -2.932
C12 -0.519 4.782 0.903
C13 0.290 1.693 0.739
C14 11.669 -7.642 -6.657
C15 -3.515 2.874 3.983
C16 -2.710 0.648 1.374
C17 -4.429 -1.221 0.649
C18 0.069 0.212 1.482
C19 7.215 -7.773 -1.739
C20 -5.425 2.033 8.164
C21 -1.461 -0.358 1.843
C22 2.609 -2.576 0.191
C23 -2.764 5.361 6.964
C24 -3.656 3.393 -1.436
C25 -4.989 -2.692 1.108
C26 0.849 7.301 -3.192
C27 -1.498 -2.056 4.063
C28 -3.942 -0.955 -0.910
C29 -7.823 -2.982 -3.016
C30 1.473 3.510 -2.483
C31 -4.516 2.385 6.039
C32 7.524 -3.190 -0.881
C33 -4.510 -4.804 -2.798
C34 -2.380 2.094 0.648
C35 -8.118 -2.862 -5.332
C36 1.386 -0.744 1.867
C37 -3.557 3.141 0.194
C38 -8.240 -2.788 -7.666
C39 -4.000 -2.154 -2.027
C40 -0.463 7.038 -2.188
C41 1.233 -2.097 0.942
C42 -5.033 -3.882 -0.066
C43 10.860 -5.431 -2.621
C44 -0.539 6.266 0.132
H1 3.575 -2.347 0.812
H2 -2.104 -2.728 1.956
H3 -2.105 8.328 10.795
H4 1.557 8.025 -2.600
H5 -1.641 6.674 0.129
H6 9.878 -5.888 -2.459
H7 8.299 -2.418 -0.872
H8 11.349 -5.314 -1.650
H9 -4.472 2.988 3.464
H10 -1.070 -1.239 4.820
H11 2.407 -0.180 1.736
H12 -5.324 -5.641 -2.687
H13 7.884 -8.589 -2.028
H14 1.605 -1.426 -1.643
H15 6.039 1.759 -2.422
H16 -1.318 6.611 -2.890
H17 -4.398 -0.247 2.788
H18 0.398 -1.885 0.116
H19 -1.880 9.899 10.002
H20 -8.641 -3.697 -2.878
H21 -4.628 2.892 0.616
H22 11.598 -6.740 -7.274
H23 1.535 3.282 -1.414
H24 -3.486 9.146 9.976
H25 -5.406 -4.950 0.248
H26 0.813 -2.984 1.591
H27 6.764 -2.906 -1.615
H28 -5.054 0.888 1.360
H29 -0.838 8.015 -1.665
H30 0.560 4.586 1.371
H31 2.199 -4.711 0.939
H32 -1.350 4.710 1.727
H33 3.324 -4.678 -0.683
H34 -5.339 -2.911 2.204
H35 -3.854 5.419 6.878
H36 0.977 2.698 -3.025
H37 -4.554 -4.304 -3.869
H38 -5.372 2.445 9.176
H39 2.871 -2.744 -2.118
H40 -1.722 -3.117 4.562
H41 -6.458 2.113 7.813
H42 1.386 -4.298 -0.712
H43 6.443 -7.672 -2.508
H44 -8.604 -1.756 -7.685
H45 10.757 -4.441 -3.076
H46 6.711 2.448 -3.912
H47 1.359 6.247 -3.423
H48 -9.074 -3.496 -7.715
H49 6.770 -8.020 -0.770
H50 -2.472 4.602 7.697
H51 -3.451 -5.351 -2.749
H52 12.438 -8.291 -7.085
H53 7.091 -3.253 0.122
H54 -3.273 4.202 0.661
H55 -3.632 -1.974 -3.126
H56 -8.171 -1.957 -2.848
H57 3.442 -1.000 -1.385
H58 -3.523 0.101 -1.241
H59 1.253 -1.075 2.981
H60 -3.121 1.861 3.854
H61 1.354 2.127 0.474
H62 10.719 -8.188 -6.657
H63 -5.107 0.986 8.203
H64 0.880 4.420 -2.607
H65 -2.356 5.075 5.991
H66 -2.801 3.578 3.546
H67 5.481 1.175 -4.033
H68 0.435 7.789 -4.172
H69 0.115 7.049 0.738
H70 -7.044 -3.205 -2.281
H71 -7.605 -2.944 -8.543

***

(5)
Here is 7 unconnected molecules or ions with the total composition C22H56N3O17S3 from the Open Molecules 2025 dataset. Energies are from ωB97M-V/def2-TZVPD.

Summary:
Total charge = +1
LUMO = -2.1 eV
Energy = -95481.359 eV
Strongest force on any atom = 7.825 eV/Å
Energy relative to the best compared isomer or geometry (same formula, charge and spin) = 102.3 kJ/mol
Spin multiplicity = 1
Gap between HOMO and LUMO = 9.58 eV

CARTESIAN COORDINATES (ANGSTROEM)
S1 23.532 28.041 32.594
S2 18.322 28.047 30.159
S3 19.521 23.061 37.937
O1 20.116 20.012 34.913
O2 15.898 24.032 28.643
O3 23.157 27.501 30.964
O4 17.519 22.874 29.602
O5 19.841 25.139 32.401
O6 19.209 23.862 34.020
O7 16.610 23.915 33.682
O8 18.615 24.186 37.753
O9 21.118 23.367 37.790
O10 19.018 26.963 29.486
O11 19.495 29.293 30.447
O12 24.354 27.027 33.094
O13 17.328 28.858 29.520
O14 19.698 25.928 34.481
O15 19.472 21.916 37.080
O16 15.718 21.836 28.929
O17 23.930 29.456 32.455
N1 19.605 24.958 33.663
N2 20.695 20.431 31.353
N3 15.679 26.665 36.019
C1 22.028 27.951 33.428
C2 16.251 22.851 29.070
C3 17.724 27.744 31.833
C4 15.492 28.102 35.623
C5 21.170 21.832 31.102
C6 23.236 26.185 30.700
C7 19.217 22.325 39.638
C8 14.554 26.158 36.749
C9 17.041 25.028 28.509
C10 22.888 25.877 29.237
C11 20.758 19.958 32.762
C12 21.730 19.565 30.542
C13 17.987 24.226 29.496
C14 19.437 20.250 30.630
C15 20.460 29.673 29.426
C16 16.926 26.728 36.827
C17 20.055 20.791 33.797
C18 21.602 24.046 36.674
C19 15.870 25.843 34.751
C20 21.370 30.845 29.767
C21 16.297 24.304 35.007
C22 23.025 24.678 36.924
H1 19.125 19.142 30.390
H2 19.628 20.540 29.677
H3 21.802 18.626 30.632
H4 20.579 18.899 32.759
H5 21.998 28.085 34.500
H6 16.990 25.839 37.460
H7 14.548 28.248 34.951
H8 17.040 28.705 32.158
H9 21.855 19.834 33.092
H10 22.866 25.563 37.331
H11 24.163 25.716 31.033
H12 19.782 29.992 28.528
H13 21.849 31.094 28.887
H14 20.696 31.597 30.251
H15 22.048 21.877 31.700
H16 18.603 20.427 31.425
H17 14.802 25.052 37.158
H18 20.409 22.459 31.501
H19 21.073 29.006 28.916
H20 20.099 21.724 39.936
H21 21.766 23.302 35.801
H22 18.243 24.522 30.427
H23 19.185 21.181 33.666
H24 19.266 23.216 40.237
H25 14.934 26.023 34.132
H26 13.821 26.689 36.312
H27 16.745 26.478 34.338
H28 21.779 27.054 32.950
H29 22.428 25.582 31.380
H30 15.028 28.699 36.636
H31 17.035 26.720 31.765
H32 18.630 27.332 32.259
H33 17.654 24.035 33.514
H34 18.167 22.079 39.646
H35 22.661 19.721 30.964
H36 17.084 24.128 35.675
H37 15.258 23.903 35.368
H38 18.998 24.306 29.256
H39 19.950 20.429 35.753
H40 20.619 21.791 34.023
H41 23.601 25.068 36.049
H42 23.611 26.510 28.611
H43 16.945 27.577 37.540
H44 16.345 28.591 35.331
H45 22.253 30.399 30.229
H46 21.930 26.248 29.007
H47 21.517 28.760 32.963
H48 16.870 26.094 28.616
H49 17.804 26.918 36.170
H50 14.458 26.793 37.742
H51 17.318 24.864 27.419
H52 20.809 24.704 36.476
H53 21.412 21.953 30.172
H54 21.857 19.858 29.563
H55 23.667 24.086 37.549
H56 22.860 24.800 29.190

***

(6)
Here is 2 unconnected molecules or ions with the total composition C5H14 from the Open Molecules 2025 dataset. Energies are from ωB97M-V/def2-TZVPD.

Summary:
Total charge = 0
LUMO = 1.2 eV
Energy = -5411.773 eV
Strongest force on any atom = 1.262 eV/Å
Energy relative to the best compared isomer or geometry (same formula, charge and spin) = 26.7 kJ/mol
Spin multiplicity = 1
Gap between HOMO and LUMO = 12.50 eV
Structure (SMILES) = CCC.CC

CARTESIAN COORDINATES (ANGSTROEM)
C1 1.456 -0.919 -1.995
C2 -0.993 1.070 1.955
C3 0.077 -1.056 -1.401
C4 0.284 0.382 2.424
C5 -0.803 0.217 -1.442
H1 -1.643 0.501 1.302
H2 0.813 1.076 3.081
H3 -0.514 -1.849 -1.861
H4 0.104 -0.452 3.103
H5 0.124 -1.335 -0.352
H6 2.098 -0.324 -1.346
H7 -0.388 1.098 -0.958
H8 0.967 0.072 1.634
H9 -1.675 -0.128 -0.886
H10 -1.525 1.388 2.837
H11 -0.714 2.035 1.524
H12 1.967 -1.853 -2.214
H13 1.447 -0.358 -2.933
H14 -1.083 0.435 -2.472

***

(7)
Here is a single C19H17N3O5 molecule from the Open Molecules 2025 dataset. Energies are from ωB97M-V/def2-TZVPD.

Summary:
Total charge = 0
LUMO = 0.7 eV
Energy = -34685.177 eV
Strongest force on any atom = 1.276 eV/Å
Energy relative to the best compared isomer or geometry (same formula, charge and spin) = 237.3 kJ/mol
Spin multiplicity = 1
Gap between HOMO and LUMO = 9.09 eV
Structure (SMILES) = COc1ccc(-c2noc(CN(C)C(=O)c3ccc4c(c3)OCO4)n2)cc1

CARTESIAN COORDINATES (ANGSTROEM)
O1 -6.507 -1.775 1.706
O2 -0.585 -3.166 0.336
O3 -5.624 -3.880 2.015
O4 2.036 0.528 2.064
O5 4.211 4.187 -4.273
N1 2.126 -0.174 -0.007
N2 2.491 1.575 1.322
N3 -0.128 -1.678 1.967
C1 -0.981 -2.382 1.176
C2 4.232 3.677 -5.586
C3 3.390 3.231 -0.894
C4 3.796 3.956 -1.988
C5 -0.512 -0.878 3.104
C6 2.537 1.132 0.090
C7 3.790 3.382 -3.265
C8 2.960 1.337 -2.317
C9 -2.442 -2.137 1.382
C10 -6.817 -3.127 1.973
C11 2.967 1.909 -1.049
C12 -4.351 -0.642 1.271
C13 1.836 -0.490 1.211
C14 -4.613 -3.000 1.746
C15 1.296 -1.784 1.712
C16 -3.265 -3.237 1.651
C17 -2.980 -0.872 1.187
C18 -5.149 -1.723 1.559
C19 3.367 2.064 -3.419
H1 -2.326 -0.048 0.947
H2 -2.851 -4.223 1.773
H3 -0.354 0.187 2.915
H4 4.908 2.821 -5.673
H5 2.630 0.316 -2.428
H6 3.231 3.388 -5.920
H7 4.128 4.977 -1.892
H8 1.821 -2.067 2.631
H9 -1.560 -1.043 3.340
H10 4.599 4.490 -6.210
H11 0.095 -1.163 3.967
H12 -7.336 -3.201 2.942
H13 3.351 1.596 -4.391
H14 1.434 -2.545 0.939
H15 -7.474 -3.518 1.179
H16 -4.772 0.336 1.114
H17 3.393 3.666 0.093

***

(8)
Here is 2 unconnected molecules or ions with the total composition C2H6NS from the Open Molecules 2025 dataset. Energies are from ωB97M-V/def2-TZVPD.

Summary:
Total charge = -1
LUMO = 4.0 eV
Energy = -14496.632 eV
Strongest force on any atom = 3.147 eV/Å
Energy relative to the best compared isomer or geometry (same formula, charge and spin) = 78.1 kJ/mol
Spin multiplicity = 1
Gap between HOMO and LUMO = 6.80 eV

CARTESIAN COORDINATES (ANGSTROEM)
S1 -2.406 -1.512 -2.120
N1 0.012 -0.081 -0.308
C1 0.373 0.465 0.850
C2 1.557 1.107 1.160
H1 2.279 1.095 0.357
H2 -2.853 -2.749 -1.983
H3 0.705 -0.293 -1.016
H4 1.505 1.556 2.135
H5 -0.884 -0.093 -0.792
H6 -0.287 0.505 1.717